[1]
This record from OMol25 describes C45H47BaN5O4S2 as an isolated structure. The level of theory is ωB97M-V/def2-TZVPD.

**Highest occupied orbital energy**: -0.0847 hartree
**Net charge**: -2

Each line ends with the Löwdin charge.
CARTESIAN COORDINATES (ANGSTROEM)
Ba -0.17547 1.20515 0.17217  1.69
C 0.37670 1.75410 5.44277  -0.05
C 0.15946 2.45758 4.12396  -0.28
N -0.89560 2.22723 3.43347  0.05
N -1.86817 1.50344 4.10894  -0.11
C -2.33530 0.43240 3.59164  -1.19
S -1.83199 -0.53960 2.26635  0.34
S -3.70807 -0.31806 4.48238  0.82
C -3.99120 0.86316 5.81834  -0.46
C -3.29753 0.59167 7.12986  -0.27
C -2.10179 -0.11336 7.19891  -0.06
C -1.45873 -0.29809 8.41442  -0.09
C -2.00241 0.21311 9.58524  -0.12
C -3.19916 0.91393 9.52868  -0.11
C -3.83607 1.09966 8.30988  -0.06
C 1.15181 3.47758 3.69568  -0.12
C 1.78569 4.22607 4.68753  -0.08
C 2.69281 5.23698 4.40620  -0.15
C 2.99061 5.50171 3.07036  -0.14
C 2.38756 4.78118 2.06290  -0.04
C 1.44181 3.75070 2.32322  -0.41
O 0.91868 3.09448 1.35576  -0.40
H 0.17556 0.68989 5.31367  0.06
H -0.32519 2.11686 6.19902  0.08
H 1.39631 1.87849 5.79933  0.07
H -5.07101 0.90629 5.97241  0.06
H -3.65144 1.82850 5.43396  0.07
H -1.67490 -0.50748 6.28592  0.09
H -0.52043 -0.83899 8.44208  0.10
H -1.49680 0.06894 10.53252  0.09
H -3.63670 1.31831 10.43415  0.09
H -4.76891 1.65280 8.26913  0.10
H 1.54298 4.02193 5.72444  0.10
H 3.15492 5.80243 5.20613  0.07
H 3.70252 6.28170 2.81720  0.08
H 2.60761 4.98197 1.02016  0.10
C 2.94427 -0.31457 3.59538  -0.06
C 3.56755 -1.13966 2.45840  -0.66
C 3.61147 -2.61693 2.87490  -0.08
C 4.99873 -0.64509 2.20498  -0.08
C 2.74676 -0.97939 1.24487  -0.28
C 1.98130 -0.79983 0.30083  -0.21
H 3.52510 -0.42314 4.51859  0.08
H 1.92021 -0.64359 3.77891  0.08
H 2.90822 0.74234 3.32411  0.08
H 4.20365 -2.74431 3.78831  0.07
H 4.05429 -3.22257 2.08174  0.07
H 2.60073 -2.98420 3.05574  0.08
H 5.61332 -0.75441 3.10561  0.07
H 4.98725 0.40757 1.91731  0.08
H 5.45941 -1.21492 1.39521  0.07
C -4.29495 -4.09791 -5.24633  -0.07
C -3.59151 -2.96970 -4.53741  -0.29
C -3.50132 -1.70936 -5.11199  -0.02
C -2.89316 -0.64949 -4.44415  -0.21
C -2.77600 0.70609 -5.08911  -0.02
C -2.36774 -0.86417 -3.17483  -0.08
C -2.42842 -2.12685 -2.57965  -0.20
C -1.84166 -2.34457 -1.21090  -0.02
C -3.04352 -3.16217 -3.27321  -0.02
C -1.69025 0.25261 -2.40768  -0.72
O -2.36478 0.81066 -1.51090  -0.14
O -0.48539 0.49528 -2.67243  -0.11
H -4.34980 -3.91559 -6.32084  0.07
H -5.31716 -4.21476 -4.87622  0.07
H -3.78148 -5.04783 -5.08589  0.07
H -3.90506 -1.54550 -6.10751  0.11
H -3.11568 0.67621 -6.12557  0.07
H -1.74091 1.05528 -5.07313  0.07
H -3.36930 1.44718 -4.54930  0.09
H -0.78869 -2.04932 -1.16857  0.08
H -1.91730 -3.39035 -0.91261  0.08
H -2.37416 -1.74387 -0.46868  0.06
H -3.09414 -4.14609 -2.81472  0.11
C 0.13728 -5.02233 -6.05259  -0.06
C 0.23001 -3.52994 -6.22665  -0.28
C 0.20779 -2.67689 -5.13017  -0.01
C 0.25479 -1.29795 -5.27915  -0.01
C 0.36436 -0.74957 -6.55370  -0.25
N 0.42263 0.65350 -6.75372  0.13
C 0.97822 1.60246 -5.91296  -0.54
O 0.61988 2.76607 -5.96527  0.05
N 1.94411 1.11986 -5.06920  0.14
C 2.22880 1.62346 -3.77765  -0.21
C 3.21328 0.99037 -3.03836  -0.02
C 3.41759 1.37393 -1.73032  -0.07
C 2.63100 2.38627 -1.20421  -0.21
N 1.67468 3.00427 -1.90484  0.05
C 1.49664 2.64033 -3.17389  -0.10
C 0.40001 -1.59149 -7.66146  -0.03
C 0.31763 -2.96403 -7.49530  -0.06
H 0.29706 -5.30222 -5.01197  0.07
H 0.87986 -5.53865 -6.66457  0.07
H -0.84765 -5.39047 -6.34882  0.07
H 0.11928 -3.08327 -4.12984  0.12
H 0.20214 -0.66405 -4.39697  0.10
H -0.20891 1.05761 -7.42408  0.14
H 2.14844 0.13831 -5.16791  0.12
H 3.77074 0.16582 -3.47007  0.11
H 4.11390 0.84788 -1.09362  0.10
H 2.71460 2.67946 -0.16358  0.08
H 0.70839 3.13678 -3.72023  0.11
H 0.49765 -1.16308 -8.65257  0.10
H 0.33779 -3.60820 -8.36843  0.10

***

[2]
This record from OMol25 describes C45H47N5O4PV as an isolated structure. The level of theory is ωB97M-V/def2-TZVPD.

**Highest occupied orbital energy (spin up / spin down)**: -0.4721 / -0.4719 hartree
**Net charge**: +2
**2S+1**: 3
**<S²>**: 2.025

Each line ends with the Löwdin spin population.
CARTESIAN COORDINATES (ANGSTROEM)
V -0.82250 -0.50244 0.24153  1.99
C 0.49421 3.23427 -2.08122  0.00
C 1.63768 3.40719 -1.10553  0.00
C 2.70186 4.19950 -1.52612  0.00
C 3.80942 4.41955 -0.72403  0.00
C 3.84948 3.86093 0.54292  0.00
C 2.78805 3.08732 0.98491  0.00
C 1.68195 2.82915 0.17351  0.00
P 0.30927 1.79981 0.85699  0.00
C 0.58476 1.74945 2.65364  0.00
C -0.16684 2.55774 3.50350  0.00
C 0.01355 2.49477 4.87638  0.00
C 0.95364 1.62660 5.40495  0.00
C 1.70134 0.81730 4.56218  0.00
C 1.52497 0.85034 3.18600  0.00
C 2.30653 -0.08941 2.30634  0.00
C -1.10679 2.91873 0.62115  0.00
C -0.99547 4.30874 0.57287  0.00
C -2.09192 5.08555 0.23979  0.00
C -3.30745 4.47025 -0.04547  0.00
C -3.42778 3.09049 0.03758  0.00
C -2.33277 2.29371 0.39012  0.00
C -2.45767 0.80820 0.55562  -0.05
H 0.21615 4.20174 -2.50303  0.00
H -0.39210 2.81071 -1.60916  0.00
H 0.80200 2.60376 -2.92468  0.00
H 2.65507 4.66138 -2.50612  0.00
H 4.62120 5.04080 -1.07840  0.00
H 4.68967 4.04402 1.19948  0.00
H 2.81456 2.69776 1.99387  0.00
H -0.90068 3.24297 3.09960  0.00
H -0.57601 3.12626 5.52700  0.00
H 1.10499 1.57327 6.47470  0.00
H 2.42741 0.13192 4.98202  0.00
H 3.15484 -0.51374 2.84321  0.00
H 2.69048 0.39770 1.40781  0.00
H 1.66570 -0.91672 1.99662  0.00
H -0.04220 4.78064 0.77794  0.00
H -2.00519 6.16319 0.20511  0.00
H -4.17090 5.07329 -0.29751  0.00
H -4.39330 2.62130 -0.12328  0.00
H -3.33890 0.43956 0.01906  0.00
H -2.65713 0.60365 1.61439  0.00
O 6.48674 -1.51944 0.25632  0.00
C 6.00557 -0.25739 -0.14973  0.00
C 4.58362 -0.41039 -0.60989  0.00
C 3.97057 0.55403 -1.39824  0.00
C 2.64093 0.38697 -1.72729  0.00
N 1.89216 -0.65165 -1.35126  0.01
C 2.49903 -1.60188 -0.63673  0.00
C 3.82689 -1.51034 -0.23675  0.00
C 1.70602 -2.81756 -0.32333  0.00
C 2.36731 -4.03377 -0.25231  0.00
C 1.66630 -5.20601 -0.01460  0.00
C 2.40673 -6.51728 0.09753  0.00
O 3.39983 -6.45626 1.10223  0.00
C 0.29500 -5.09972 0.12407  0.00
C -0.29535 -3.85211 0.03358  0.00
N 0.36955 -2.71046 -0.17232  0.01
H 7.38104 -1.42849 0.59897  0.00
H 6.60492 0.16900 -0.96006  0.00
H 6.01698 0.45852 0.68240  0.00
H 4.50560 1.42920 -1.74557  0.00
H 2.16047 1.13299 -2.34657  0.00
H 4.27856 -2.27561 0.37665  0.00
H 3.43759 -4.07911 -0.39940  0.00
H 2.93831 -6.71193 -0.83459  0.00
H 1.70390 -7.33804 0.25933  0.00
H 2.98619 -6.51744 1.96947  0.00
H -0.32197 -5.97063 0.30255  0.00
H -1.36266 -3.77929 0.14762  0.00
O -1.63956 -1.87919 3.85651  0.00
C -1.59087 -1.64012 2.68000  0.00
O -0.63342 -1.01631 2.04845  0.01
C -2.72933 -2.07093 1.76772  0.01
C -3.91421 -2.58510 2.31875  0.00
C -4.91791 -2.95296 1.47538  0.01
C -4.71121 -2.88851 0.07711  0.00
C -5.67469 -3.33892 -0.85525  0.00
C -5.39625 -3.35510 -2.19217  0.00
C -4.12899 -2.93903 -2.65165  0.00
C -3.19021 -2.46868 -1.77486  0.00
C -3.47030 -2.40271 -0.39173  0.00
N -2.51707 -1.93841 0.47247  0.00
H -3.98814 -2.65284 3.39463  0.00
H -5.86213 -3.32325 1.85539  0.00
H -6.62772 -3.69617 -0.48612  0.00
H -6.12899 -3.72170 -2.89768  0.00
H -3.89187 -3.02952 -3.70435  0.00
H -2.18979 -2.22064 -2.10532  0.00
N -3.10292 2.11047 -4.21487  0.00
C -1.91963 1.21833 -3.92402  0.00
C -2.05797 0.70612 -2.49531  0.00
N -0.87835 0.00671 -1.99441  0.01
H -3.05979 2.50441 -5.15774  0.00
H -3.13865 2.88747 -3.54603  0.00
H -3.98414 1.59686 -4.13054  0.00
H -1.02862 1.83259 -4.04422  0.00
H -1.91339 0.42481 -4.66981  0.00
H -2.92483 0.04617 -2.41250  0.00
H -2.23864 1.55995 -1.83984  0.00
H -0.04537 0.58592 -2.07071  0.00
H -0.66802 -0.84683 -2.50555  0.00

***

Calculated values (kcal/mol) of relative energy (zero: lowest compared OMol25 entry of this formula, charge and spin) for the records, taken in order: 7.22 13.14.
Calculated values (Ha) of E_tot for the records, taken in order: -3139.77143 -3602.69883.